Record 1
C5H8O in the gas phase, computed with wB97M-V/def2-TZVPD.

Results
Gap between HOMO and LUMO = 8.88 eV
HOMO level = -7.954 eV

ORCA input file:
```
! RIJCOSX wB97M-V def2-TZVPD def2/J DEFGRID3
* xyz 0 1
C 0.190 0.781 0.771
C 0.547 -0.705 0.716
C 0.569 -1.141 -0.732
O -0.748 -0.985 -1.341
C -1.531 0.041 -1.134
C -0.956 1.105 -0.213
H 1.083 1.368 0.526
H -0.094 1.062 1.790
H 1.521 -0.900 1.177
H -0.193 -1.309 1.256
H 0.805 -2.200 -0.860
H 1.275 -0.544 -1.321
H -0.651 1.881 -0.934
H -1.818 1.547 0.300
*
```


Record 2
A molecular structure, C30H35N3O4ReS4Si, computed with wB97M-V/def2-TZVPD.

Results
Gap between HOMO and LUMO (spin up / spin down) = 6.23 / 4.30 eV
<S²> = 0.775
HOMO level (spin up / spin down) = -6.886 / -6.870 eV

ORCA input file:
```
! RIJCOSX wB97M-V def2-TZVPD def2/J DEFGRID3
* xyz 0 2
Re -0.649 -0.440 -0.406
S 0.746 -3.947 -1.640
C 2.226 -3.102 -1.860
C 3.446 -3.817 -1.771
C 4.671 -3.225 -1.975
C 4.758 -1.866 -2.277
C 3.595 -1.127 -2.357
C 2.345 -1.721 -2.146
S 1.042 -0.520 -2.265
C -0.107 -1.157 -3.517
C -1.353 -1.828 -3.023
C -2.187 -2.445 -3.941
C -3.358 -3.030 -3.509
C -3.656 -3.015 -2.154
C -2.792 -2.386 -1.284
C -3.012 -2.461 0.195
S -2.373 -1.042 1.143
C -3.658 0.156 0.855
C -4.738 0.173 1.731
C -5.750 1.103 1.566
C -5.659 2.027 0.532
C -4.573 2.019 -0.327
C -3.549 1.080 -0.184
S -2.193 1.136 -1.321
N -1.679 -1.762 -1.722
H 3.381 -4.873 -1.542
H 5.571 -3.823 -1.901
H 5.716 -1.391 -2.440
H 3.636 -0.066 -2.575
H 0.443 -1.821 -4.184
H -0.400 -0.267 -4.081
H -1.902 -2.458 -4.985
H -4.029 -3.505 -4.213
H -4.545 -3.494 -1.768
H -2.437 -3.307 0.588
H -4.063 -2.610 0.436
H -4.768 -0.537 2.549
H -6.591 1.117 2.247
H -6.438 2.768 0.400
H -4.495 2.753 -1.120
C 3.351 -1.324 1.368
Si 1.636 -1.906 1.802
C 1.202 -1.113 3.440
C 1.612 -3.756 2.020
O 0.556 -1.534 0.611
H 4.046 -1.628 2.156
H 3.381 -0.232 1.295
H 3.706 -1.740 0.424
H 1.777 -1.608 4.228
H 0.140 -1.203 3.683
H 1.470 -0.053 3.451
H 2.419 -4.062 2.693
H 1.741 -4.273 1.065
H 0.665 -4.083 2.459
C -1.315 4.508 0.760
C 0.112 4.617 0.230
C 1.128 3.555 0.746
C 2.542 3.982 0.339
C 3.614 2.956 0.697
C 1.027 3.515 2.248
O 1.545 4.326 2.983
N 0.230 2.515 2.740
C -0.394 1.499 2.022
O -1.237 0.845 2.607
N 0.018 1.254 0.723
C 0.764 2.236 0.064
O 1.089 2.104 -1.097
H -1.949 5.237 0.253
H -1.366 4.714 1.831
H -1.747 3.522 0.577
H 0.526 5.594 0.487
H 0.111 4.531 -0.858
H 2.747 4.924 0.847
H 2.536 4.162 -0.736
H 3.643 2.778 1.775
H 4.600 3.312 0.396
H 3.435 2.006 0.190
H 0.015 2.533 3.726
*
```


Record 3
2 unconnected molecules or ions with the total composition C5H9NO, computed with wB97M-V/def2-TZVPD.

Results
Gap between HOMO and LUMO = 5.06 eV
HOMO level = -7.498 eV

ORCA input file:
```
! RIJCOSX wB97M-V def2-TZVPD def2/J DEFGRID3
* xyz 0 1
O 2.801 0.064 -0.763
C 2.378 0.394 0.338
C 1.007 0.304 0.710
C 0.110 -0.385 -0.230
C -1.269 -0.351 0.071
C -2.322 0.310 -0.343
N -3.636 0.223 0.178
H 3.125 0.630 1.116
H 0.573 0.692 1.624
H 4.561 -1.640 0.410
H 0.421 0.018 -1.211
H 0.508 -1.419 -0.291
H 4.792 -2.259 0.763
H -2.241 1.057 -1.142
H -3.658 -0.426 0.948
H -4.282 0.119 -0.587
*
```


Record 4
2 unconnected molecules or ions with the total composition C5H13N2O, computed with wB97M-V/def2-TZVPD.

Results
Gap between HOMO and LUMO = 9.06 eV
HOMO level = -12.072 eV

ORCA input file:
```
! RIJCOSX wB97M-V def2-TZVPD def2/J DEFGRID3
* xyz 1 1
C 2.111 0.552 -0.595
C 0.802 0.955 -1.308
C -0.353 1.230 -0.403
C -1.489 0.508 -0.454
N -2.396 0.393 0.548
C -3.189 1.096 1.221
N 1.707 -0.473 0.434
H 2.789 0.018 -1.254
H 2.481 1.451 -0.096
H 1.107 1.808 -1.934
H 0.472 0.164 -1.996
H -0.128 2.048 0.272
H -1.666 -0.145 -1.307
H -3.420 2.150 1.060
H -3.781 0.538 1.946
H 1.456 -1.366 -0.035
H 0.842 -0.277 0.949
H 2.419 -0.664 1.138
H -0.503 -2.876 0.900
H 0.353 -4.014 0.318
O 0.385 -3.097 0.598
*
```


Record 5
7 unconnected molecules or ions with the total composition C30H56BrFINO8P, computed with wB97M-V/def2-TZVPD.

Results
Gap between HOMO and LUMO = 6.81 eV
HOMO level = -10.553 eV

ORCA input file:
```
! RIJCOSX wB97M-V def2-TZVPD def2/J DEFGRID3
* xyz 1 1
C 1.834 -2.609 1.440
C 1.057 -2.206 0.580
C -0.166 -1.549 -0.174
C -1.450 -2.476 -0.234
O -1.273 -3.848 -0.703
C -1.340 -4.754 0.430
F -2.433 -5.666 0.415
Br 0.393 -5.683 0.596
C -1.584 -3.814 1.728
N -2.279 -2.699 0.989
P -2.972 -1.310 1.918
O -3.371 -0.045 0.839
I -1.190 -0.563 3.406
H 2.392 -3.047 2.316
H 0.183 -1.362 -1.238
H -0.407 -0.547 0.291
H -2.172 -1.966 -0.961
H -0.657 -3.529 2.312
H -2.280 -4.191 2.534
H -3.138 -3.136 0.580
H -4.040 -0.412 0.206
C 1.696 3.605 -0.452
C 1.537 3.697 1.051
C 1.104 2.289 1.410
O 1.705 1.411 0.447
C 2.243 2.201 -0.625
H 2.348 4.370 -0.873
H 0.716 3.686 -0.935
H 2.504 3.919 1.513
H 0.823 4.456 1.372
H 0.016 2.175 1.333
H 1.415 1.998 2.416
H 3.334 2.187 -0.537
H 1.966 1.757 -1.584
C 7.305 0.418 0.836
C 6.890 0.945 2.191
C 6.548 2.388 1.877
O 6.072 2.418 0.523
C 6.358 1.152 -0.092
H 7.232 -0.667 0.746
H 8.338 0.711 0.624
H 5.996 0.416 2.538
H 7.662 0.847 2.956
H 7.435 3.029 1.934
H 5.784 2.792 2.545
H 5.411 0.612 -0.202
H 6.785 1.313 -1.084
C 10.547 5.293 0.705
C 9.563 4.754 -0.312
C 10.210 3.443 -0.713
O 10.935 2.971 0.430
C 11.004 4.024 1.401
H 10.115 6.024 1.391
H 11.391 5.763 0.192
H 8.599 4.563 0.170
H 9.395 5.421 -1.158
H 10.926 3.587 -1.529
H 9.478 2.692 -1.020
H 10.334 3.762 2.229
H 12.022 4.101 1.789
C -3.601 5.438 3.129
C -2.615 5.842 4.206
C -1.309 5.304 3.655
O -1.411 5.348 2.225
C -2.776 5.611 1.868
H -4.515 6.033 3.124
H -3.877 4.386 3.254
H -2.570 6.933 4.277
H -2.857 5.447 5.194
H -1.153 4.259 3.949
H -0.445 5.888 3.979
H -2.832 6.639 1.495
H -3.083 4.934 1.068
C -6.472 -5.108 -1.368
C -6.939 -4.835 0.049
C -6.146 -3.595 0.409
O -5.934 -2.867 -0.807
C -6.300 -3.706 -1.919
H -7.165 -5.710 -1.950
H -5.505 -5.623 -1.346
H -8.009 -4.607 0.049
H -6.768 -5.665 0.736
H -5.159 -3.858 0.818
H -6.665 -2.960 1.131
H -7.237 -3.324 -2.332
H -5.531 -3.649 -2.692
C -7.836 -4.967 -6.528
C -8.018 -6.420 -6.143
C -7.445 -6.449 -4.739
O -7.676 -5.151 -4.170
C -8.096 -4.258 -5.212
H -8.501 -4.637 -7.327
H -6.804 -4.794 -6.848
H -9.084 -6.666 -6.117
H -7.524 -7.119 -6.819
H -6.364 -6.621 -4.754
H -7.911 -7.212 -4.112
H -9.164 -4.058 -5.073
H -7.552 -3.314 -5.129
*
```


Record 6
A gas-phase ion, C8H10 (charge +1), computed with wB97M-V/def2-TZVPD.

Results
Gap between HOMO and LUMO (spin up / spin down) = 7.73 / 8.71 eV
<S²> = 0.755
HOMO level (spin up / spin down) = -14.014 / -14.919 eV

ORCA input file:
```
! RIJCOSX wB97M-V def2-TZVPD def2/J DEFGRID3
* xyz 1 2
C 2.255 -0.432 -0.670
C 1.655 0.916 -0.297
C 0.239 0.786 0.203
C -0.211 -0.348 1.050
C -0.397 -1.630 0.451
C -1.654 -0.778 0.556
C -1.902 0.268 -0.366
C -0.843 1.135 -0.580
H 3.268 -0.344 -1.055
H 1.655 -0.969 -1.403
H 2.335 -1.062 0.215
H 1.575 1.548 -1.179
H 2.266 1.397 0.472
H -0.113 -0.355 2.133
H -0.218 -2.102 -0.504
H -2.504 -1.022 1.185
H -2.866 0.474 -0.824
H -0.869 2.026 -1.195
*
```


ΔE to the lowest compared entry with this formula, charge and spin
In order: 2.8885, 0.5395, 7.6324, 2.4437, 0.0000, 2.5872
Unit: eV